Formula: C5H20O5
Source: OMol25
Level of theory: wB97M-V/def2-TZVPD

The geometry in XYZ format:
```
30
Properties=species:S:1:pos:R:3:forces:R:3
H -13.0287 1.5223 0.0758 0.2 0.0 -0.3
H -13.1260 2.0187 7.0436 -0.1 -0.5 0.1
H -8.4563 2.5280 5.0305 0.5 -0.4 0.0
O -3.9895 1.3502 4.2891 -0.4 0.8 1.1
C -12.2086 1.9248 7.6247 0.5 1.3 0.1
H -5.8036 2.0962 -0.4306 0.8 0.0 -0.6
H -8.1967 3.6793 3.7167 0.5 -0.1 -0.1
C -12.0874 1.5165 0.6253 -0.8 -0.8 0.0
C -3.7948 1.9962 5.5991 0.8 -0.8 -1.3
O -11.1743 0.6010 0.0128 -0.1 0.9 0.2
H -7.2467 1.4552 3.2509 0.1 0.1 0.1
O -5.3812 1.2418 -2.3843 1.1 0.0 0.1
H -11.4167 1.4800 7.0220 -0.3 -0.8 0.3
H -11.7400 2.5474 0.6940 0.3 -0.1 0.0
H -13.2378 1.5477 9.2378 0.0 0.0 0.0
O -12.3480 1.3654 8.9270 0.0 -0.4 -0.6
H -9.6763 2.8569 3.8952 -0.1 -0.5 -0.5
H -4.7262 2.0578 6.1619 0.1 -0.2 -0.3
C -8.6002 2.6973 3.9634 -0.4 0.3 -0.1
H -3.0413 1.3896 6.1016 -0.3 0.0 0.6
H -10.3814 0.7506 0.5330 0.4 -0.4 -0.2
H -3.1079 1.2184 3.9327 0.0 0.0 -0.1
H -6.4292 0.4752 -0.7545 0.7 -0.4 0.4
H -11.8265 2.9404 7.7277 -0.1 0.4 0.1
H -7.1200 1.7433 -1.5501 -0.3 0.7 0.3
O -8.1698 1.6530 3.0769 -0.6 0.6 0.6
H -12.3526 1.1058 1.5995 0.1 0.4 0.4
C -6.1347 1.4175 -1.2165 -2.4 -0.4 0.1
H -3.3568 2.9871 5.4794 -0.2 0.2 -0.1
H -5.7780 0.4781 -2.8096 0.2 0.0 -0.2
```
Forces are in eV/Å.

Values from the calculation:
Orbital gap = 0.3890 Eh
Largest force on an atom = 2.45 eV Å⁻¹
Lowest unoccupied orbital energy = 0.515 eV
Relative energy (zero: lowest compared OMol25 entry of this formula, charge and spin) = 63.38 kcal per mole